The following is a quantum chemistry calculation of a structure of composition C18H12BrCl2FeN2OS3Te in a non-equilibrium geometry, from OMol25.

Summary:
LUMO level (alpha / beta) in eV: 4.1171 / 4.1169
Energy above the lowest of the compared OMol25 structures with the same formula, charge and spin in kJ/mol: 34.6
Kohn-Sham gap (alpha / beta) in eV: 3.8422 / 5.7264
Expectation value of S²: 8.79

Structure (ORCA input):
```
! RIJCOSX wB97M-V def2-TZVPD def2/J DEFGRID3
* xyz -2 6
Fe 0.53 0.42 0.10
Br 0.07 -6.89 1.01
C 0.05 -5.08 0.38
C 0.55 -4.78 -0.89
C 0.50 -3.50 -1.36
C -0.02 -2.42 -0.60
O -0.06 -1.24 -1.09
C -0.52 -2.76 0.71
C -1.15 -1.76 1.55
N -1.12 -0.53 1.24
C -1.94 0.48 1.75
C -2.55 0.51 3.01
C -3.42 1.56 3.31
C -3.72 2.53 2.36
C -3.12 2.52 1.08
C -3.40 3.44 0.05
C -2.76 3.28 -1.20
C -1.83 2.28 -1.36
N -1.48 1.42 -0.38
C -2.17 1.49 0.80
C -0.48 -4.08 1.17
H 1.00 -5.57 -1.49
H 0.90 -3.25 -2.34
H -1.73 -2.13 2.41
H -2.33 -0.25 3.75
H -3.87 1.61 4.29
H -4.41 3.33 2.60
H -4.10 4.25 0.22
H -2.99 3.94 -2.02
H -1.32 2.13 -2.31
H -0.88 -4.32 2.15
S 3.49 -1.41 -2.28
C 2.84 -0.37 -1.17
S 2.75 -1.12 0.47
S 2.30 1.23 -1.41
Cl 0.59 3.54 0.87
C 0.64 4.45 -0.62
Cl 0.20 6.18 -0.40
H -0.08 4.02 -1.31
H 1.65 4.42 -1.01
Te 2.21 0.45 2.28
*
```

***

The following is a quantum chemistry calculation of a structure of composition C55H61BF9IrN10O2PS in a non-equilibrium geometry, from OMol25.

Summary:
LUMO level (alpha / beta) in eV: -5.3283 / -8.5927
Energy above the lowest of the compared OMol25 structures with the same formula, charge and spin in kJ/mol: 0.0
Kohn-Sham gap (alpha / beta) in eV: 7.9583 / 4.6933
Expectation value of S²: 0.78

Structure (ORCA input):
```
! RIJCOSX wB97M-V def2-TZVPD def2/J DEFGRID3
* xyz 2 2
Ir 0.12 0.36 0.09
C -0.44 2.95 -4.53
C 0.38 2.16 -3.56
C 1.61 1.56 -3.74
C 1.98 1.00 -2.52
N 0.96 1.21 -1.64
N 0.01 1.94 -2.30
B -1.12 2.67 -1.53
N -0.62 3.18 -0.18
N 0.18 2.45 0.67
C 0.65 3.34 1.58
C 0.05 4.58 1.37
C -0.73 4.45 0.25
C -1.55 5.49 -0.44
C 1.78 3.16 2.56
C 2.45 4.52 2.86
C 1.25 2.63 3.89
C 2.85 2.31 1.88
N -2.23 1.71 -1.27
N -1.96 0.58 -0.56
C -3.14 -0.11 -0.52
C -4.11 0.64 -1.17
C -3.51 1.78 -1.65
C -4.09 2.91 -2.42
C -3.58 -1.44 0.08
C -4.57 -2.14 -0.86
C -4.32 -1.11 1.39
C -2.45 -2.43 0.32
C 3.38 0.46 -2.27
C 4.36 1.18 -3.22
C 3.46 -1.04 -2.59
C 3.87 0.77 -0.86
H 0.00 2.87 -5.53
H -0.47 4.00 -4.26
H -1.47 2.58 -4.58
H 2.21 1.62 -4.63
H -1.50 3.58 -2.19
H 0.22 5.48 1.93
H -1.52 6.41 0.16
H -2.59 5.18 -0.54
H -1.17 5.72 -1.43
H 1.79 5.17 3.44
H 2.74 5.04 1.94
H 3.34 4.35 3.46
H 0.48 3.30 4.27
H 2.05 2.57 4.64
H 0.81 1.65 3.80
H 3.70 2.12 2.55
H 3.23 2.86 1.02
H 2.45 1.37 1.51
H -5.15 0.37 -1.30
H -5.13 2.69 -2.64
H -3.57 3.07 -3.36
H -4.05 3.84 -1.85
H -5.52 -1.62 -0.94
H -4.77 -3.14 -0.47
H -4.15 -2.25 -1.86
H -5.08 -0.35 1.22
H -3.64 -0.73 2.15
H -4.80 -2.01 1.78
H -2.23 -2.99 -0.58
H -2.76 -3.16 1.07
H -1.55 -1.94 0.65
H 4.20 0.92 -4.26
H 5.38 0.87 -2.97
H 4.30 2.26 -3.11
H 3.21 -1.21 -3.64
H 2.78 -1.63 -1.98
H 4.47 -1.40 -2.42
H 4.02 1.84 -0.75
H 4.83 0.28 -0.68
H 3.17 0.46 -0.10
N 2.87 -2.72 -7.07
C 2.15 -2.56 -5.97
C 1.28 -1.43 -5.85
C 0.53 -1.28 -4.72
C 0.62 -2.24 -3.69
C 1.47 -3.36 -3.80
C 2.24 -3.52 -4.91
S -0.55 -2.16 -2.34
O -1.58 -1.26 -2.78
O -0.81 -3.54 -2.09
N 0.23 -1.43 -1.12
C 1.28 -2.00 -0.46
N 1.77 -1.11 0.43
C 2.85 -1.46 1.12
C 3.43 -2.71 0.96
C 2.84 -3.55 0.02
N 1.79 -3.20 -0.71
H 2.81 -2.08 -7.84
H 3.47 -3.53 -7.19
H 1.22 -0.72 -6.66
H -0.17 -0.46 -4.61
H 1.48 -4.08 -3.00
H 2.89 -4.38 -5.03
H 3.27 -0.74 1.80
H 4.30 -3.00 1.53
H 3.25 -4.54 -0.16
F 4.40 -0.44 7.52
C 3.85 -1.58 7.08
F 4.84 -2.34 6.58
F 3.33 -2.22 8.13
C 2.81 -1.30 6.02
C 1.51 -1.74 6.15
C 0.59 -1.49 5.14
C 0.94 -0.76 4.00
C 2.26 -0.32 3.91
C 3.19 -0.59 4.89
P -0.38 -0.48 2.70
C -1.51 0.74 3.46
C -1.65 0.88 4.84
C -2.50 1.85 5.37
C -3.21 2.68 4.51
C -3.06 2.56 3.14
C -2.21 1.60 2.62
C -4.13 3.75 5.05
F -5.37 3.60 4.55
F -3.70 4.97 4.69
F -4.22 3.72 6.38
C -1.15 -2.11 2.97
C -0.44 -3.24 2.53
C -0.96 -4.50 2.73
C -2.17 -4.66 3.38
C -2.86 -3.55 3.85
C -2.35 -2.28 3.64
C -2.71 -6.05 3.61
F -2.07 -6.64 4.63
F -2.53 -6.82 2.53
F -4.02 -6.04 3.90
H 1.20 -2.29 7.03
H -0.41 -1.88 5.26
H 2.56 0.29 3.08
H 4.21 -0.23 4.79
H -1.10 0.26 5.53
H -2.61 1.95 6.44
H -3.61 3.22 2.48
H -2.09 1.54 1.55
H 0.51 -3.13 2.03
H -0.42 -5.37 2.38
H -3.80 -3.68 4.38
H -2.89 -1.42 4.02
*
```

***

The following is a quantum chemistry calculation of a structure of composition C18H12BrF3N8O3Pd, from OMol25.

Summary:
LUMO level in eV: 3.8569
Energy above the lowest of the compared OMol25 structures with the same formula, charge and spin in kJ/mol: 0.0
Kohn-Sham gap in eV: 4.9493

Structure (ORCA input):
```
! RIJCOSX wB97M-V def2-TZVPD def2/J DEFGRID3
* xyz -2 1
Pd -0.36 1.82 0.63
Br 0.50 -6.31 3.89
C 1.29 -4.78 4.71
C 1.00 -4.49 6.03
C 1.58 -3.37 6.61
C 2.43 -2.53 5.89
C 2.71 -2.86 4.56
C 2.14 -3.98 3.97
N 3.09 -1.52 6.62
N 3.50 -0.42 6.11
C 3.04 0.17 4.97
C 3.99 1.04 4.39
C 3.85 1.57 3.14
C 2.70 1.27 2.33
O 2.64 1.58 1.14
C 1.56 0.61 3.03
N 0.37 0.59 2.40
C -0.68 0.05 3.01
C -0.60 -0.44 4.32
C 0.60 -0.42 4.97
C 1.74 0.07 4.33
H 0.33 -5.12 6.59
H 1.38 -3.13 7.65
H 3.36 -2.22 3.97
H 2.36 -4.21 2.94
H 4.88 1.22 4.97
H 4.63 2.18 2.70
H -1.61 0.05 2.46
H -1.50 -0.82 4.79
H 0.66 -0.77 5.99
F -6.03 2.07 0.52
C -5.25 0.95 0.54
F -5.83 0.08 -0.33
F -5.41 0.41 1.76
C -3.76 1.26 0.14
O -2.91 0.88 0.97
O -3.66 1.83 -0.95
N 2.85 3.27 -1.22
N 1.49 3.55 -1.14
N 0.55 2.64 -1.47
C -0.57 3.18 -0.92
N -0.25 4.38 -0.29
N 1.04 4.57 -0.42
H 2.96 2.76 -2.10
H 3.03 2.60 -0.47
H -1.58 2.92 -1.22
*
```

***

The following is a quantum chemistry calculation of a cluster of 2 separate species, CH3ClN2O2 in total in a non-equilibrium geometry, from OMol25.

Summary:
LUMO level in eV: 0.0950
Energy above the lowest of the compared OMol25 structures with the same formula, charge and spin in kJ/mol: 167.5
SMILES: [H]/N=[NH+]/[O-].O=CCl
Kohn-Sham gap in eV: 10.8035

Structure (ORCA input):
```
! RIJCOSX wB97M-V def2-TZVPD def2/J DEFGRID3
* xyz 0 1
H 2.77 0.48 0.32
N 1.94 -0.10 0.69
N 1.44 -0.58 -0.36
O 0.33 -1.15 -0.33
H 2.12 -0.60 -1.12
O -1.95 0.82 -1.02
C -1.98 0.61 0.15
Cl -3.39 -0.08 0.92
H -1.27 0.59 0.75
*
```

***

The following is a quantum chemistry calculation of a cluster of 12 separate species, C34H92O12 in total in a non-equilibrium geometry, from OMol25.

Summary:
LUMO level in eV: 0.5115
Energy above the lowest of the compared OMol25 structures with the same formula, charge and spin in kJ/mol: 201.8
SMILES: CC(C)O.CC(C)O.CC(C)O.CC(C)O.CC(C)O.CC(C)O.CC(C)O.CC(C)O.CC(C)O.CC(C)O.CCO.CCO
Kohn-Sham gap in eV: 10.1275

Structure (ORCA input):
```
! RIJCOSX wB97M-V def2-TZVPD def2/J DEFGRID3
* xyz 0 1
C 6.17 1.37 -1.67
C 4.99 0.87 -2.51
C 3.74 1.72 -2.29
O 5.26 0.79 -3.87
H 5.96 1.48 -0.62
H 6.63 2.28 -2.04
H 7.02 0.67 -1.70
H 4.74 -0.16 -2.24
H 3.02 1.44 -3.06
H 3.94 2.78 -2.42
H 3.33 1.58 -1.28
H 5.25 1.66 -4.28
C 4.15 -0.08 1.71
C 4.74 1.19 2.32
C 4.03 2.49 1.90
O 4.73 1.03 3.71
H 3.09 -0.18 2.01
H 4.71 -0.98 2.01
H 4.10 -0.07 0.63
H 5.80 1.22 1.99
H 4.53 3.42 2.25
H 3.01 2.59 2.30
H 4.01 2.67 0.82
H 5.11 1.80 4.13
C 2.38 5.23 -1.13
C 0.94 4.85 -1.40
C 0.84 3.79 -2.48
O 0.28 4.44 -0.22
H 2.99 4.42 -0.71
H 2.39 6.04 -0.40
H 2.84 5.64 -2.04
H 0.35 5.72 -1.76
H 1.10 4.19 -3.47
H -0.23 3.50 -2.55
H 1.42 2.89 -2.24
H 0.27 5.05 0.53
C -4.42 -1.43 2.83
C -3.79 -1.97 4.17
C -4.42 -1.43 5.44
O -3.78 -3.40 4.16
H -4.35 -0.35 2.82
H -5.48 -1.69 2.75
H -3.86 -1.77 1.96
H -2.76 -1.62 4.15
H -5.44 -1.78 5.71
H -4.50 -0.33 5.40
H -3.94 -1.69 6.39
H -3.43 -3.73 5.00
C -5.49 2.63 -3.38
C -5.25 3.44 -2.16
C -3.90 3.11 -1.51
O -5.22 4.87 -2.41
H -6.46 2.92 -3.74
H -5.49 1.57 -3.14
H -4.71 2.83 -4.12
H -6.06 3.26 -1.45
H -3.10 3.35 -2.19
H -3.88 2.04 -1.25
H -3.78 3.63 -0.59
H -6.06 5.31 -2.54
C -1.11 -6.54 -3.04
C -0.63 -5.37 -2.17
C -1.71 -4.31 -1.92
O -0.16 -5.88 -0.92
H -1.53 -6.17 -3.96
H -1.75 -7.28 -2.59
H -0.25 -7.11 -3.44
H 0.24 -4.86 -2.61
H -2.67 -4.74 -1.67
H -1.80 -3.65 -2.79
H -1.38 -3.65 -1.10
H 0.25 -6.74 -1.07
C -1.05 0.26 5.70
C -0.09 -0.29 4.65
C 1.14 0.62 4.45
O 0.38 -1.57 5.07
H -1.86 -0.44 5.83
H -1.45 1.20 5.33
H -0.63 0.37 6.69
H -0.66 -0.40 3.70
H 1.88 0.15 3.76
H 1.68 0.92 5.35
H 0.84 1.57 4.00
H 1.33 -1.65 5.06
C 0.10 0.32 -4.57
C -1.09 -0.54 -4.20
C -2.41 0.15 -4.21
O -1.16 -1.71 -4.91
H 0.07 0.63 -5.62
H 1.00 -0.28 -4.44
H 0.22 1.23 -3.98
H -0.91 -0.92 -3.18
H -2.47 0.90 -3.36
H -3.26 -0.51 -4.04
H -2.64 0.70 -5.14
H -1.12 -1.49 -5.87
C 0.65 0.41 0.60
C -0.65 0.53 -0.22
C -1.52 -0.71 -0.09
O -1.37 1.70 0.19
H 0.34 0.28 1.63
H 1.16 1.37 0.52
H 1.20 -0.46 0.23
H -0.44 0.63 -1.29
H -2.34 -0.72 -0.81
H -1.97 -0.78 0.91
H -0.89 -1.59 -0.26
H -0.86 2.54 0.02
C 3.47 -4.04 -2.14
C 3.11 -2.54 -2.11
C 1.63 -2.26 -2.46
O 3.42 -2.01 -0.78
H 3.28 -4.44 -3.15
H 2.88 -4.63 -1.44
H 4.53 -4.23 -2.00
H 3.71 -2.00 -2.84
H 1.46 -2.40 -3.53
H 1.40 -1.19 -2.26
H 0.92 -2.89 -1.93
H 2.73 -2.48 -0.27
C -0.73 -3.76 2.26
C 0.79 -3.49 1.99
O 1.04 -3.50 0.59
H -0.95 -4.78 1.88
H -1.29 -3.06 1.64
H -1.07 -3.72 3.31
H 1.40 -4.19 2.54
H 1.08 -2.49 2.30
H 0.83 -4.40 0.26
C -1.62 3.68 3.16
C -2.93 2.95 2.83
O -2.70 1.57 2.64
H -1.75 4.76 3.31
H -0.98 3.45 2.33
H -1.05 3.15 3.95
H -3.40 3.35 1.94
H -3.55 2.96 3.74
H -2.32 1.44 1.73
*
```

***

The following is a quantum chemistry calculation of the ion C12H14NO with charge +1 in a non-equilibrium geometry, from OMol25.

Summary:
LUMO level in eV: -3.5040
Energy above the lowest of the compared OMol25 structures with the same formula, charge and spin in kJ/mol: 198.0
SMILES: C#C[C@@H](c1ccccc1)[N@@H+]1CCOC1
Kohn-Sham gap in eV: 9.4108

Structure (ORCA input):
```
! RIJCOSX wB97M-V def2-TZVPD def2/J DEFGRID3
* xyz 1 1
C -2.68 1.98 -0.88
C -1.73 1.23 -0.95
C -0.67 0.30 -0.70
C 0.64 1.02 -0.41
C 1.82 0.51 -0.90
C 3.10 0.93 -0.51
C 3.17 2.09 0.25
C 2.04 2.64 0.75
C 0.79 2.15 0.45
N -0.97 -0.75 0.65
C -0.14 -1.92 0.46
C -1.11 -2.94 -0.27
O -2.33 -2.27 -0.47
C -2.34 -1.36 0.61
H -3.57 2.39 -1.15
H -0.61 -0.42 -1.56
H 1.76 -0.42 -1.45
H 3.92 0.31 -0.76
H 4.09 2.41 0.69
H 2.25 3.29 1.59
H -0.17 2.37 0.88
H -0.95 -0.08 1.33
H 0.20 -2.33 1.38
H 0.71 -1.70 -0.16
H -0.56 -3.16 -1.22
H -1.24 -3.80 0.36
H -2.30 -1.90 1.60
H -3.10 -0.61 0.39
*
```